# 1
{"formula": "C5H6O", "method": "ωB97M-V/def2-TZVPD", "elements": ["O", "C", "C", "C", "C", "C", "H", "H", "H", "H", "H", "H"], "positions_angstrom": [[0.9012, -1.9471, -0.0612], [-0.0927, -1.0282, -0.0916], [-0.1817, -0.2154, -1.3040], [0.5943, 0.6077, -0.2184], [-0.4866, 1.2309, 0.6374], [-0.2129, -0.1749, 1.0270], [1.5736, -1.0880, 0.1990], [0.3997, -0.5900, -2.1452], [-1.1468, 0.2055, -1.5808], [-1.4457, 1.4735, 0.1806], [-0.1661, 1.9580, 1.3860], [0.2638, -0.4319, 1.9712]], "forces_ev_per_angstrom": [[1.8599, 2.6111, 1.1262], [-0.4099, 0.7687, 0.1725], [-0.3435, 0.1537, -0.2046], [0.2556, 0.2353, -0.0115], [-0.4147, -0.0397, -0.1086], [-0.0060, -0.2627, 0.0979], [-0.7233, -3.1488, -0.9183], [-0.1379, -0.0254, 0.2866], [0.1003, 0.0636, 0.0041], [0.0387, -0.0389, 0.0502], [-0.0297, -0.1983, -0.2514], [-0.1896, -0.1186, -0.2430]], "mulliken_charge": [-0.490, 0.032, -0.253, -0.481, -0.470, -0.020, 0.471, 0.237, 0.236, 0.220, 0.229, 0.289], "homo_lumo_gap_ev": 9.76, "multiplicity": 1, "smiles": "O[C@]12C[C@@]13C[C@H]32", "energy_ha": -269.17317, "homo_energy_ev": -8.8}


# 2
{"formula": "C5H6O", "method": "ωB97M-V/def2-TZVPD", "elements": ["C", "C", "O", "C", "C", "C", "H", "H", "H", "H", "H", "H"], "positions_angstrom": [[-1.2904, 1.0245, -0.0134], [-0.4083, -0.1521, 0.1814], [-0.2760, -0.6214, 1.3504], [0.5007, -0.7346, -0.8678], [1.7485, -0.4901, -0.1167], [2.4355, -0.0639, 0.8437], [-2.3382, 0.7391, -0.1546], [-0.9570, 1.5844, -0.8902], [-1.2176, 1.6446, 0.8834], [0.4111, -0.2116, -1.8237], [0.2909, -1.8033, -1.0260], [0.7838, -0.9102, 1.2954]], "forces_ev_per_angstrom": [[0.0110, 0.0142, -0.0278], [-0.0218, 0.0840, 0.2304], [0.1324, 0.1903, -0.2721], [-0.0612, 0.0871, -0.0122], [0.6430, 0.2114, 0.4776], [-0.4464, -0.4921, -0.7084], [0.1342, -0.1116, -0.0101], [-0.1074, -0.1036, 0.0915], [-0.1153, -0.0791, -0.1344], [0.0443, -0.0007, 0.1801], [-0.0131, 0.1949, 0.0348], [-0.1998, 0.0053, 0.1507]], "mulliken_charge": [-1.117, 0.687, -0.379, -0.315, -0.204, -0.554, 0.321, 0.331, 0.325, 0.325, 0.218, 0.362], "homo_lumo_gap_ev": 7.88, "multiplicity": 1, "energy_ha": -269.15888, "homo_energy_ev": -8.8}


# 3
{"formula": "C5H6O", "method": "ωB97M-V/def2-TZVPD", "elements": ["O", "C", "C", "C", "C", "C", "H", "H", "H", "H", "H", "H"], "positions_angstrom": [[2.6054, -0.2387, 0.4557], [2.0416, 0.7829, 0.1433], [0.5530, 0.9242, 0.0589], [-0.1422, -0.3484, 0.3990], [-1.3970, -0.4274, 0.0655], [-2.4248, -0.6129, -0.6965], [2.6109, 1.7026, -0.0914], [0.2728, 1.3058, -0.9356], [0.2389, 1.7064, 0.7650], [-1.5873, -1.4894, -0.8764], [0.3789, -1.1520, 0.8951], [-3.4337, -0.2618, -0.4019]], "forces_ev_per_angstrom": [[-0.1282, 0.4840, -0.1656], [0.2987, -0.1725, 0.0880], [0.2352, 0.1290, 0.1022], [0.1968, 0.1758, 0.4797], [0.5788, 0.9155, 0.7057], [1.0207, -0.5959, 0.5440], [0.1083, -0.0524, 0.0078], [0.1180, -0.1099, 0.1349], [0.3039, 0.1113, -0.1162], [-3.2056, 0.1695, -1.5884], [0.0314, 0.1803, 0.4022], [0.4421, -1.2347, -0.5945]], "mulliken_charge": [-0.476, 0.034, -0.407, -0.520, 0.172, -0.747, 0.339, 0.324, 0.255, 0.309, 0.435, 0.281], "homo_lumo_gap_ev": 9.38, "multiplicity": 1, "energy_ha": -269.18805, "homo_energy_ev": -8.6}


# 4
{"formula": "C5H6O", "method": "ωB97M-V/def2-TZVPD", "elements": ["C", "C", "C", "C", "C", "O", "H", "H", "H", "H", "H", "H"], "positions_angstrom": [[-0.6977, -1.7936, -0.2430], [0.5276, -1.3536, -0.0461], [0.5334, -0.0335, 0.2056], [-0.7264, 0.7937, 0.3175], [1.7845, 0.7142, 0.3090], [1.8146, 1.9270, 0.3324], [-1.1493, -1.5674, -1.2125], [-1.3749, -1.8675, 0.6121], [-1.1198, 0.7945, 1.3445], [-0.4004, 1.7964, 0.0824], [-1.6146, 0.5873, -0.3145], [2.7027, 0.0897, 0.3154]], "forces_ev_per_angstrom": [[-0.6692, -0.1445, -0.1392], [-1.5144, 1.0358, 0.1411], [0.8996, 0.1891, 0.0103], [-0.2507, 0.5793, 0.0862], [0.1664, 0.4566, -0.0553], [0.4477, -0.3651, 0.1088], [0.0067, -0.9530, -0.0312], [0.1361, -1.0589, -0.2107], [0.2627, 0.0044, -0.0703], [-0.2876, 0.5260, 0.1678], [0.8441, -0.4251, -0.0310], [-0.0414, 0.1555, 0.0235]], "mulliken_charge": [-0.298, -0.205, 0.461, -1.239, -0.163, -0.528, 0.312, 0.327, 0.273, 0.379, 0.341, 0.340], "homo_lumo_gap_ev": [8.85, 8.85], "multiplicity": 1, "smiles": "C=C=C(C)C=O", "energy_ha": -269.20251, "homo_energy_ev": [-9.4, -9.4]}


# 5
{"formula": "C5H6O", "method": "ωB97M-V/def2-TZVPD", "elements": ["O", "C", "C", "C", "C", "C", "H", "H", "H", "H", "H", "H"], "positions_angstrom": [[-1.1878, -1.4864, -0.6754], [-0.0420, -1.5759, -0.2997], [0.9481, -0.4340, -0.3652], [0.3103, 0.9225, -0.0583], [-1.1758, 1.0810, 0.0088], [-0.5614, 1.1128, 1.1453], [0.3275, -2.5391, 0.1080], [1.8023, -0.6372, 0.2948], [1.3514, -0.4387, -1.3900], [0.9079, 1.7667, -0.4173], [-2.0820, 1.0747, -0.5737], [-0.5984, 1.1539, 2.2227]], "forces_ev_per_angstrom": [[0.4992, -0.1793, 0.0817], [-0.2672, -0.0108, -0.1593], [-0.0610, 0.0033, 0.0320], [0.2208, 0.0454, -0.1569], [0.0064, 0.1226, 0.2530], [-0.1927, 0.0685, -0.1178], [0.0124, 0.0591, -0.0412], [-0.1665, -0.0011, -0.0664], [-0.1006, 0.0017, 0.1313], [-0.0626, -0.1635, 0.0681], [0.1118, 0.0385, 0.1310], [0.0001, 0.0155, -0.1555]], "mulliken_charge": [-0.470, 0.009, -0.513, -0.293, -0.280, -0.449, 0.345, 0.281, 0.307, 0.363, 0.347, 0.354], "homo_lumo_gap_ev": 10.16, "multiplicity": 1, "smiles": "O=CCC1C=C1", "energy_ha": -269.24665, "homo_energy_ev": -9.2}


# 6
{"formula": "C5H6O", "method": "ωB97M-V/def2-TZVPD", "elements": ["C", "C", "C", "C", "C", "O", "H", "H", "H", "H", "H", "H"], "positions_angstrom": [[1.9107, 0.2245, 0.5778], [1.4446, 0.1081, -0.5452], [0.0674, 0.1075, -1.0899], [-0.7982, -0.8387, -0.2040], [-0.8654, 0.4332, 0.6556], [-0.6366, 1.2325, -0.4984], [2.6027, 0.2630, 1.3760], [-0.0363, 0.1043, -2.1729], [-1.6973, -1.1290, -0.7590], [-0.3454, -1.7017, 0.2856], [0.1546, 0.4495, 1.2499], [-1.6915, 0.7607, 1.2894]], "forces_ev_per_angstrom": [[1.4680, -0.3652, -1.6240], [-0.2172, 0.1700, 1.0837], [-0.2495, 0.0820, -0.3539], [0.0216, -0.1266, 0.1516], [0.9793, -0.0566, 1.1454], [0.2565, 0.1579, -0.3460], [0.0943, 0.1025, 0.4416], [0.0552, -0.1329, 0.0930], [-0.0055, 0.2953, 0.4005], [0.1159, 0.0227, -0.3502], [-2.4428, 0.0369, -0.3110], [-0.0758, -0.1860, -0.3308]], "mulliken_charge": [-0.247, -0.490, 0.124, -0.491, -0.271, -0.420, 0.438, 0.426, 0.254, 0.257, 0.087, 0.333], "homo_lumo_gap_ev": 10.52, "multiplicity": 1, "energy_ha": -269.19742, "homo_energy_ev": -9.6}


# 7
{"formula": "C5H6O", "method": "ωB97M-V/def2-TZVPD", "elements": ["C", "C", "O", "C", "C", "C", "H", "H", "H", "H", "H", "H"], "positions_angstrom": [[0.0556, -1.2256, -0.2567], [0.7850, 0.0810, -0.5983], [-0.4593, 0.5418, -1.2369], [-1.0746, -0.1689, -0.1204], [-0.5781, 0.7067, 1.0404], [0.7302, 0.7591, 0.7490], [-0.0687, -1.8559, -1.1361], [0.3973, -1.7785, 0.6213], [1.6540, 0.2266, -1.2340], [-2.1291, -0.4259, -0.2528], [-0.7583, 1.7726, 1.1410], [1.4460, 1.3670, 1.2837]], "forces_ev_per_angstrom": [[-0.0311, -0.2934, 0.0567], [0.6261, -0.2668, -0.1202], [0.2153, 0.0315, -0.2896], [-0.2931, -0.0080, -0.0020], [0.6117, 0.4997, -0.7041], [0.4139, -0.0539, -0.0897], [-0.1324, 0.0252, 0.1072], [-0.1609, 0.0393, -0.1306], [0.0524, -0.3569, 0.0604], [0.2554, 0.2385, 0.0701], [-1.7315, -0.0183, 1.4814], [0.1744, 0.1632, -0.4396]], "mulliken_charge": [-0.566, -0.131, -0.449, -0.085, -0.197, -0.646, 0.273, 0.294, 0.458, 0.428, 0.233, 0.389], "homo_lumo_gap_ev": 9.91, "multiplicity": 1, "energy_ha": -269.20840, "homo_energy_ev": -9.0}


# 8
{"formula": "C5H6O", "method": "ωB97M-V/def2-TZVPD", "elements": ["C", "C", "C", "C", "C", "O", "H", "H", "H", "H", "H", "H"], "positions_angstrom": [[-1.7541, -0.6474, -1.2754], [-1.1878, 0.2184, -0.6488], [-0.2773, 0.8472, 0.2621], [1.2050, 0.7870, -0.0541], [0.6350, -0.2166, 0.8869], [0.4877, -1.5329, 0.4951], [-2.2188, -1.4110, -1.8495], [-0.6403, 1.6479, 0.8989], [1.4854, 0.4339, -1.0412], [1.8237, 1.5778, 0.3575], [0.8320, -0.1158, 1.9507], [-0.3670, -1.5948, 0.0249]], "forces_ev_per_angstrom": [[0.1845, 0.5955, 0.2115], [-0.3264, -0.6155, -0.3621], [-0.0702, -0.0181, 0.1460], [0.2174, 0.0561, -0.0412], [0.1067, 0.1779, 0.2921], [-0.0787, -0.0814, 0.0163], [-0.1811, 0.1204, -0.1233], [0.0137, -0.1505, -0.1507], [-0.0631, 0.0200, 0.1440], [-0.0996, -0.0688, -0.0887], [0.0275, 0.0830, -0.1346], [0.2693, -0.1184, 0.0906]], "mulliken_charge": [-0.152, -0.413, -0.215, -0.513, -0.046, -0.505, 0.391, 0.370, 0.259, 0.260, 0.305, 0.258], "homo_lumo_gap_ev": 10.77, "multiplicity": 1, "smiles": "C#C[C@@H]1C[C@@H]1O", "energy_ha": -269.24794, "homo_energy_ev": -9.7}


# 9
{"formula": "C5H6O", "method": "ωB97M-V/def2-TZVPD", "elements": ["C", "C", "C", "C", "C", "O", "H", "H", "H", "H", "H", "H"], "positions_angstrom": [[-0.3001, -0.0652, 2.4087], [-0.4822, 0.3588, 1.2945], [-0.0822, 0.0895, -0.0869], [0.5833, 1.1691, -0.9020], [-0.6299, -1.1369, -0.6890], [0.6317, -1.1594, -0.0551], [0.0057, -0.5833, 3.2849], [1.2369, 1.7731, -0.2626], [-0.1346, 1.8287, -1.3999], [1.1938, 0.6566, -1.6489], [-0.5637, -1.2942, -1.7651], [-1.4588, -1.6369, -0.1787]], "forces_ev_per_angstrom": [[-0.1679, 0.2961, -0.2144], [0.4920, -0.6692, 0.4641], [0.0644, 0.1149, -0.0647], [0.0145, -0.0682, 0.0070], [-0.2927, -0.0459, -0.2873], [0.2341, -0.1615, -0.2240], [-0.3278, 0.3335, 0.3971], [-0.1176, -0.1196, -0.1570], [0.0637, -0.1244, 0.1382], [-0.0630, 0.2201, -0.0412], [-0.2307, 0.1879, 0.0710], [0.3310, 0.0364, -0.0888]], "mulliken_charge": [0.032, -0.920, 1.207, -1.267, -0.553, -0.418, 0.373, 0.309, 0.290, 0.375, 0.277, 0.293], "homo_lumo_gap_ev": 10.81, "multiplicity": 1, "smiles": "C#C[C@]1(C)CO1", "energy_ha": -269.22065, "homo_energy_ev": -9.8}


# 10
{"formula": "C5H6O", "method": "ωB97M-V/def2-TZVPD", "elements": ["C", "C", "C", "C", "C", "O", "H", "H", "H", "H", "H", "H"], "positions_angstrom": [[1.5836, -1.7030, -0.0997], [0.7148, -0.7336, -0.0578], [-0.2248, 0.1832, 0.0064], [-0.0965, 1.5141, 0.6967], [-1.5271, -0.1608, -0.6181], [-2.4942, 0.5656, -0.5769], [1.5783, -2.4588, 0.6809], [2.3236, -1.7916, -0.8905], [0.8297, 1.5716, 1.2727], [-0.1102, 2.3285, -0.0349], [-0.9495, 1.6662, 1.3645], [-1.5611, -1.1523, -1.1143]], "forces_ev_per_angstrom": [[-0.1289, 0.1065, 0.0168], [-0.0114, -0.0723, 0.0270], [0.1058, -0.0975, 0.0091], [0.0480, 0.0592, 0.0635], [-0.2472, 0.1468, -0.0136], [0.3710, -0.2604, -0.0386], [0.0601, 0.0746, -0.0630], [-0.1404, 0.0655, 0.0739], [-0.1289, -0.0148, -0.1002], [-0.0196, -0.1193, 0.0856], [0.1145, -0.0205, -0.0951], [-0.0230, 0.1321, 0.0345]], "mulliken_charge": [-0.820, 0.085, 0.677, -1.094, -0.155, -0.496, 0.240, 0.247, 0.353, 0.272, 0.302, 0.389], "homo_lumo_gap_ev": 10.43, "multiplicity": 1, "smiles": "C=C=C(C)C=O", "energy_ha": -269.29396, "homo_energy_ev": -9.8}